Density functional theory data (ωB97M-V/def2-TZVPD) for a 18-piece molecular cluster, C3H43NO17 overall in a non-equilibrium geometry.

ORCA input file:
```
! wB97M-V def2-TZVPD RIJCOSX def2/J DEFGRID3
* xyz 0 1
O 2.206 -0.961 2.343
O 3.171 -2.484 0.028
H 1.559 0.951 -1.889
O 0.854 0.098 -4.239
H 1.276 2.678 -1.363
H -3.050 -3.574 -0.485
H 0.899 -2.454 -2.035
H -3.157 1.034 -3.485
H -1.307 2.292 -0.751
O -3.416 1.748 3.338
H 0.098 -0.501 0.893
H 0.429 -3.397 -3.068
H 0.472 1.788 0.755
O 0.710 2.074 3.190
H 2.421 1.510 -0.455
H 0.778 1.560 3.963
H 0.571 -2.811 1.163
H -2.223 2.060 -3.948
H -4.538 2.536 -2.016
H -2.080 3.236 0.250
H 0.988 -0.763 -0.623
H -4.233 1.270 3.409
H 0.678 -0.925 3.087
H -0.122 0.225 -4.096
O 0.263 -0.741 3.939
O 0.604 -3.383 -2.133
H -3.182 3.139 -2.043
H 3.656 -0.002 1.616
O -2.408 1.122 -4.081
H -1.125 -3.327 -1.768
H 1.971 -1.545 1.587
H 1.907 3.055 2.167
H -2.329 -3.615 -2.834
O 0.237 -3.063 2.094
H 2.478 -1.662 2.958
O 4.150 0.587 1.016
O -3.644 -3.368 0.205
O 2.597 3.385 1.538
H -3.386 2.246 4.203
H -1.927 1.130 2.798
H -0.617 -1.044 4.077
C 0.051 -0.199 -0.125
H 2.850 -2.761 -0.825
H 1.064 0.590 -5.035
C 1.476 1.641 -1.023
O -3.997 3.021 -2.608
H -1.990 0.048 -1.024
H -4.271 -2.698 -0.058
O -2.067 -3.421 -1.923
H 2.586 4.332 1.694
H -0.941 -1.144 -1.846
O -2.207 2.643 -0.526
H 4.984 -0.277 -1.917
H 4.081 1.459 1.412
O 4.161 -0.454 -1.473
H -0.713 -3.298 1.830
H 3.405 -1.577 -0.219
H -1.612 -1.517 -0.271
C -1.152 -0.771 -0.875
N 0.350 1.287 -0.146
O -1.255 0.655 2.256
H 4.023 0.046 -0.641
H 0.435 1.280 2.660
H -1.488 1.016 1.380
*
```

Properties
Electronic energy ... -40106.058 eV
Energy relative to the best compared isomer or geometry (same formula, charge and spin) ... 28.66 kcal/mol
Highest occupied orbital energy ... -8.98 eV
F_max ... 3.87 eV Å⁻¹